{"formula": "C42H94FI2N6O15P4", "method": "ωB97M-V with the def2-TZVPD basis set", "homo_lumo_gap_ha": 0.29749, "charge": 1, "largest_force_ev_per_a": 3.390, "elements": ["C", "C", "C", "C", "C", "F", "C", "C", "C", "N", "N", "N", "C", "N", "C", "N", "C", "C", "C", "P", "O", "O", "C", "C", "O", "C", "C", "C", "I", "C", "C", "I", "N", "C", "C", "C", "C", "H", "H", "H", "H", "H", "H", "H", "H", "H", "H", "H", "H", "H", "H", "H", "H", "H", "H", "H", "H", "H", "H", "H", "H", "H", "H", "H", "H", "H", "H", "H", "H", "H", "H", "H", "H", "H", "H", "H", "H", "H", "H", "H", "H", "H", "H", "H", "H", "H", "O", "P", "O", "C", "C", "O", "C", "C", "O", "C", "C", "H", "H", "H", "H", "H", "H", "H", "H", "H", "H", "H", "H", "H", "H", "H", "O", "P", "O", "C", "C", "O", "C", "C", "O", "C", "C", "H", "H", "H", "H", "H", "H", "H", "H", "H", "H", "H", "H", "H", "H", "H", "O", "P", "O", "C", "C", "O", "C", "C", "O", "C", "C", "H", "H", "H", "H", "H", "H", "H", "H", "H", "H", "H", "H", "H", "H", "H"], "xyz": [[2.3400, -2.2219, -0.3110], [1.0620, -1.3685, -0.4030], [0.2924, -1.2859, 0.9395], [-1.1455, -1.8007, 0.8929], [-1.3187, -3.3287, 0.9071], [-0.3755, -3.9411, 0.0759], [-1.1291, -3.8810, 2.3510], [0.3351, -4.2529, 2.6468], [0.7722, -3.8903, 4.0840], [0.2928, -4.7629, 5.1428], [2.2266, -4.0933, 4.0718], [0.3915, -2.5148, 4.4263], [-2.0520, -5.0785, 2.6803], [-2.5695, -5.6585, 1.4287], [-3.3115, -4.6556, 0.8187], [-4.6217, -4.7746, 0.7944], [-5.4791, -3.7535, 0.1620], [-5.3145, -2.2956, 0.6147], [-5.1741, -2.0079, 2.1163], [-4.7609, -0.2553, 2.3441], [-3.2999, -0.0966, 2.2805], [-5.4883, 0.5834, 1.2099], [-6.9314, 0.6815, 1.2162], [-7.4444, 1.8555, 2.0499], [-5.4093, 0.2301, 3.7099], [-4.5367, 0.4636, 4.8452], [-3.9128, 1.8386, 4.8278], [-5.2155, -5.9968, 1.3012], [-4.9833, -7.6402, 0.0270], [-5.8426, -6.0746, 2.4668], [-6.0317, -4.8926, 3.3858], [-6.6610, -7.8477, 3.1597], [-2.6677, -3.5777, 0.3009], [-2.6240, -3.4548, -1.1929], [-2.4474, -4.7435, -2.0161], [-3.7472, -5.1862, -2.6903], [-1.4561, -4.4090, -3.1486], [3.1444, -1.8141, -0.9238], [2.1764, -3.2527, -0.6268], [2.7223, -2.2451, 0.7136], [1.3145, -0.3624, -0.7312], [0.4151, -1.8351, -1.1485], [0.8696, -1.7171, 1.7556], [0.2043, -0.2225, 1.1772], [-1.6835, -1.4232, 1.7618], [-1.6429, -1.4041, 0.0070], [-1.3931, -3.0849, 3.0489], [0.4775, -5.3323, 2.5466], [1.0329, -3.8000, 1.9461], [-0.6403, -4.4920, 5.4332], [0.2939, -5.7222, 4.8209], [2.6732, -3.5265, 3.3608], [2.6163, -3.8856, 4.9833], [1.0751, -1.8928, 4.0067], [0.5475, -2.4131, 5.4272], [-2.8907, -4.8069, 3.3240], [-1.5209, -5.8714, 3.2041], [-1.7984, -5.9156, 0.8168], [-5.3549, -3.7776, -0.9215], [-6.5057, -4.0776, 0.3366], [-6.1565, -1.7262, 0.2252], [-4.4262, -1.8935, 0.1214], [-4.4119, -2.5970, 2.6196], [-6.1538, -2.1587, 2.5768], [-7.2087, 0.8529, 0.1757], [-7.4114, -0.2588, 1.5030], [-8.2636, 2.3610, 1.5451], [-6.6263, 2.5454, 2.2518], [-7.7827, 1.4988, 3.0227], [-5.1848, 0.3827, 5.7193], [-3.7933, -0.3274, 4.9478], [-3.2679, 1.9328, 5.7030], [-4.6668, 2.6249, 4.8289], [-3.2801, 1.9739, 3.9498], [-5.0898, -4.4668, 3.7254], [-6.5706, -5.2154, 4.2734], [-6.6717, -4.1571, 2.9023], [-1.8610, -2.7268, -1.4454], [-3.5680, -2.9995, -1.5099], [-1.9786, -5.5593, -1.4587], [-3.5508, -6.0090, -3.3767], [-4.5144, -5.5079, -1.9862], [-4.1625, -4.3526, -3.2631], [-1.2686, -5.2915, -3.7608], [-0.4957, -4.0781, -2.7491], [-1.8628, -3.6255, -3.7918], [0.4774, 2.1381, -1.8151], [0.5193, 3.4984, -1.2658], [1.3768, 3.5933, 0.0808], [2.6535, 2.9553, 0.1640], [3.7321, 3.7327, -0.5636], [-0.9161, 3.8811, -0.6707], [-2.0061, 2.9615, -0.7487], [-2.0675, 2.0411, 0.4501], [0.7674, 4.8853, -1.9756], [1.5539, 5.0859, -3.1754], [1.4977, 3.9365, -4.1573], [2.5921, 1.9327, -0.2170], [2.8895, 2.8977, 1.2261], [3.5769, 3.6975, -1.6446], [4.7160, 3.3114, -0.3558], [3.7228, 4.7792, -0.2569], [-1.9452, 2.3832, -1.6716], [-2.9096, 3.5694, -0.8091], [-1.0912, 1.6020, 0.6594], [-2.7826, 1.2374, 0.2892], [-2.3713, 2.5903, 1.3425], [2.5843, 5.3051, -2.8892], [1.1616, 5.9903, -3.6366], [1.8606, 3.0088, -3.7132], [2.1164, 4.1562, -5.0277], [0.4757, 3.7621, -4.4952], [3.6895, 1.3047, -10.0433], [3.0240, 2.5388, -9.6190], [4.0230, 3.6003, -8.9721], [5.2745, 3.8846, -9.6090], [5.1147, 4.7907, -10.8129], [2.1243, 2.2462, -8.3252], [2.0568, 0.9414, -7.7535], [3.1177, 0.7494, -6.6899], [1.9386, 3.4160, -10.3601], [1.7993, 3.5372, -11.7947], [2.1541, 2.2835, -12.5657], [5.7708, 2.9529, -9.8886], [5.8897, 4.3712, -8.8536], [4.6039, 4.2718, -11.6279], [6.0890, 5.1104, -11.1825], [4.5277, 5.6726, -10.5546], [2.1344, 0.1755, -8.5252], [1.0624, 0.8545, -7.3128], [4.1014, 1.0592, -7.0429], [3.1758, -0.2957, -6.3821], [2.8880, 1.3535, -5.8099], [2.3936, 4.3869, -12.1364], [0.7561, 3.7972, -11.9660], [3.1871, 1.9809, -12.3949], [2.0275, 2.4587, -13.6341], [1.5137, 1.4516, -12.2718], [4.4997, 3.9248, 7.2766], [5.1576, 3.1184, 6.2460], [5.1553, 1.5565, 6.5918], [3.9608, 0.9435, 7.0749], [2.9556, 0.6888, 5.9686], [6.7315, 3.3682, 6.2711], [7.3285, 4.2741, 7.2039], [7.7302, 3.5705, 8.4835], [5.0227, 3.1676, 4.6688], [3.8540, 3.5990, 3.9423], [3.0597, 4.6956, 4.6198], [3.5171, 1.5558, 7.8632], [4.2683, 0.0001, 7.5249], [2.5427, 1.6263, 5.5880], [2.1254, 0.0892, 6.3423], [3.4283, 0.1664, 5.1348], [6.6584, 5.1086, 7.4089], [8.2086, 4.6812, 6.7057], [6.9114, 2.9623, 8.8683], [8.0162, 4.2962, 9.2454], [8.5765, 2.9056, 8.3063], [3.2228, 2.7296, 3.7398], [4.2163, 3.9546, 2.9781], [2.6992, 4.3878, 5.6016], [2.1952, 4.9564, 4.0086], [3.6703, 5.5879, 4.7583]], "lowdin_charge": [-0.096, -0.214, -0.160, -0.099, -0.336, 0.045, -0.173, -0.090, -0.675, 0.097, 0.077, 0.091, -0.098, 0.085, -0.308, 0.002, -0.096, -0.185, -0.194, 0.488, -0.253, -0.192, -0.256, -0.060, -0.201, -0.252, -0.066, -0.785, 0.962, -0.819, -0.137, 0.951, 0.086, -0.090, -0.383, -0.092, -0.062, 0.070, 0.065, 0.059, 0.086, 0.090, 0.079, 0.103, 0.091, 0.117, 0.125, 0.126, 0.095, 0.079, 0.080, 0.067, 0.079, 0.070, 0.078, 0.115, 0.119, 0.142, 0.111, 0.140, 0.113, 0.096, 0.083, 0.085, 0.120, 0.110, 0.080, 0.084, 0.073, 0.119, 0.113, 0.086, 0.083, 0.066, 0.068, 0.051, 0.072, 0.113, 0.115, 0.129, 0.089, -0.005, 0.092, 0.087, 0.078, 0.094, -0.226, 0.407, -0.173, -0.265, -0.063, -0.176, -0.269, -0.070, -0.153, -0.239, -0.087, 0.105, 0.095, 0.063, 0.084, 0.089, 0.106, 0.119, 0.064, 0.053, 0.078, 0.105, 0.121, 0.056, 0.085, 0.089, -0.217, 0.400, -0.178, -0.266, -0.070, -0.188, -0.279, -0.067, -0.158, -0.246, -0.086, 0.114, 0.118, 0.061, 0.082, 0.087, 0.106, 0.115, 0.077, 0.077, 0.062, 0.104, 0.119, 0.063, 0.083, 0.086, -0.215, 0.402, -0.172, -0.270, -0.076, -0.181, -0.272, -0.070, -0.154, -0.260, -0.078, 0.115, 0.119, 0.062, 0.071, 0.082, 0.107, 0.118, 0.075, 0.079, 0.077, 0.097, 0.111, 0.063, 0.083, 0.090]}